[1]
ORCA calculation (ωB97M-V with the def2-TZVPD basis set) on 11 unconnected molecules or ions with the total composition C14H11Cl40I2N3O2P at a distorted geometry.

Geometry as XYZ:
```
73
Properties=species:S:1:pos:R:3
C 0.799 -0.601 -0.735
C -0.455 -1.305 -1.531
I 0.235 -3.375 -2.004
C -0.624 -0.581 -3.028
I -1.732 -1.865 -4.424
N -1.114 0.848 -2.952
C -2.428 0.985 -2.215
N -2.393 1.684 -1.002
N -3.759 0.472 -2.725
P -4.376 -0.912 -1.786
O -5.042 -0.353 -0.239
O -5.758 -1.498 -2.733
H 1.395 -1.367 -0.051
H 0.370 0.252 -0.042
H 1.541 -0.190 -1.569
H -1.457 -1.324 -0.919
H 0.490 -0.527 -3.453
H -0.372 1.358 -2.401
H -2.273 2.741 -1.011
H -2.544 1.236 -0.072
H -4.470 1.235 -2.835
H -5.738 -1.063 -0.001
H -5.610 -2.471 -2.920
C 3.042 -0.976 -6.055
Cl 4.096 -2.198 -6.810
Cl 3.994 0.485 -5.689
Cl 1.720 -0.558 -7.175
Cl 2.356 -1.633 -4.547
C 0.042 0.406 3.684
Cl 1.677 1.072 3.920
Cl 0.122 -1.374 3.667
Cl -1.015 0.940 5.015
Cl -0.617 0.986 2.133
C -7.158 3.061 -1.543
Cl -7.911 4.675 -1.563
Cl -6.506 2.690 -3.159
Cl -5.837 3.036 -0.349
Cl -8.380 1.841 -1.102
C -2.280 -2.498 7.164
Cl -0.645 -1.832 7.400
Cl -2.200 -4.278 7.147
Cl -3.337 -1.964 8.495
Cl -2.939 -1.918 5.613
C 4.920 -3.642 -1.355
Cl 6.488 -4.205 -1.986
Cl 4.136 -2.592 -2.562
Cl 3.875 -5.047 -1.022
Cl 5.180 -2.726 0.151
C -4.680 0.395 -7.236
Cl -3.626 -0.827 -7.991
Cl -3.728 1.856 -6.869
Cl -6.001 0.813 -8.356
Cl -5.365 -0.261 -5.728
C 4.620 2.620 1.481
Cl 3.496 3.991 1.665
Cl 5.960 3.091 0.406
Cl 5.269 2.166 3.077
Cl 3.753 1.232 0.776
C 6.120 5.061 -3.304
Cl 4.920 5.151 -1.989
Cl 6.179 6.622 -4.162
Cl 7.725 4.699 -2.619
Cl 5.656 3.774 -4.444
C 5.220 -2.882 4.058
Cl 3.857 -3.448 3.060
Cl 4.780 -2.991 5.781
Cl 6.649 -3.899 3.745
Cl 5.594 -1.189 3.647
C -0.780 -0.221 11.236
Cl -0.949 0.535 9.632
Cl -2.142 0.274 12.272
Cl -0.782 -1.994 11.060
Cl 0.752 0.300 11.980
```

Net charge   +1
Gap between HOMO and LUMO   0.2020 hartree
LUMO level   -5.87 eV
HOMO   -11.37 eV

These are the Mulliken partial charges, in e, on atoms 1 to 2: atom 1 (C): -0.458, atom 2 (C): -0.145


[2]
ORCA calculation (ωB97M-V with the def2-TZVPD basis set) on 3 unconnected molecules or ions with the total composition C6H16N3O5 at a distorted geometry.

Geometry as XYZ:
```
30
Properties=species:S:1:pos:R:3
C 2.572 3.062 -0.058
C 2.965 2.601 1.341
O 3.860 3.088 2.064
N 2.152 1.412 1.746
H 1.869 1.029 0.855
H 2.870 0.828 2.151
C 1.051 1.777 2.767
H 2.912 4.091 -0.172
H 1.488 3.009 -0.161
H 3.036 2.587 -0.922
H 0.441 0.874 2.769
H 0.466 2.620 2.400
H 1.461 1.900 3.769
C -3.319 -2.431 -2.103
C -1.877 -2.922 -2.130
O -1.498 -3.669 -3.053
N -0.860 -2.247 -1.295
H 0.044 -2.556 -1.623
H -0.905 -1.240 -1.365
C -1.177 -2.662 0.167
H -3.278 -1.348 -2.225
H -3.768 -2.780 -1.173
H -3.826 -3.000 -2.882
H -1.082 -3.744 0.253
H -2.123 -2.190 0.429
H -0.301 -2.310 0.713
N -0.801 1.083 -0.562
O 0.092 0.406 -0.023
O -0.881 2.285 -0.489
O -1.583 0.445 -1.188
```

Net charge   +2
Gap between HOMO and LUMO (alpha / beta)   0.3495 / 0.1829 hartree
2S+1   2
Relative energy (zero: lowest compared OMol25 entry of this formula, charge and spin)   0.330 eV
LUMO level (alpha / beta)   -8.21 / -12.74 eV
<S²>   0.757
HOMO (alpha / beta)   -17.72 / -17.72 eV

These are the natural (NBO) partial charges, in e, on atoms 1 to 2: atom 1 (C): -0.771, atom 2 (C): 0.684


[3]
ORCA calculation (ωB97M-V with the def2-TZVPD basis set) on a molecular structure, C26H20Br2CoNO3PS3 at a distorted geometry.

Geometry as XYZ:
```
57
Properties=species:S:1:pos:R:3
Co 0.547 -0.298 0.022
S 1.156 -0.092 2.143
C -0.496 -0.594 2.303
N -1.067 -0.720 1.113
C -2.356 -1.199 1.246
C -3.264 -1.473 0.229
C -4.515 -1.934 0.580
C -4.875 -2.127 1.916
C -3.984 -1.865 2.938
C -2.723 -1.402 2.590
S -1.424 -1.000 3.685
H -2.998 -1.333 -0.801
H -5.230 -2.151 -0.198
H -5.862 -2.490 2.157
H -4.262 -2.020 3.968
O 4.180 -1.010 -1.539
S 3.094 -0.472 -0.797
O 1.925 0.097 -1.523
O 2.468 -1.417 0.174
C 3.628 1.009 0.075
C 4.984 1.184 0.257
C 5.473 2.358 0.827
C 4.601 3.363 1.184
C 3.235 3.191 1.005
C 2.722 2.010 0.473
P 0.920 1.933 0.219
C 0.011 2.750 1.562
C 0.496 2.965 2.850
C -0.328 3.497 3.828
C -1.650 3.801 3.539
C -2.148 3.574 2.264
C -1.320 3.056 1.281
C 0.522 2.948 -1.248
C 0.547 2.463 -2.549
C 0.291 3.308 -3.613
C 0.015 4.647 -3.402
C 0.007 5.149 -2.110
C 0.261 4.305 -1.040
H 5.656 0.408 -0.076
H 6.536 2.484 0.961
H 4.975 4.291 1.592
H 2.571 4.000 1.273
H 1.514 2.697 3.109
H 0.064 3.664 4.820
H -2.290 4.209 4.307
H -3.176 3.807 2.032
H -1.709 2.896 0.284
H 0.794 1.431 -2.739
H 0.322 2.918 -4.621
H -0.183 5.299 -4.239
H -0.197 6.193 -1.929
H 0.243 4.718 -0.041
Br -0.772 -1.235 -2.300
C -1.874 0.037 -3.279
Br -2.893 1.221 -2.184
H -2.566 -0.570 -3.859
H -1.221 0.622 -3.919
```

Net charge   +1
Gap between HOMO and LUMO (alpha / beta)   0.2514 / 0.2484 hartree
Relative energy (zero: lowest compared OMol25 entry of this formula, charge and spin)   2.088 eV
LUMO level (alpha / beta)   -4.41 / -4.49 eV
HOMO (alpha / beta)   -11.25 / -11.25 eV

These are the natural (NBO) partial charges, in e, on atoms 1 to 2: atom 1 (Co): 0.919, atom 2 (S): 0.156


[4]
ORCA calculation (ωB97M-V with the def2-TZVPD basis set) on 13 unconnected molecules or ions with the total composition H26O13.

Geometry as XYZ:
```
39
Properties=species:S:1:pos:R:3
O -1.267 -4.720 -2.718
H -0.889 -4.712 -3.597
H -1.257 -5.642 -2.460
O 3.764 5.914 -2.190
H 3.577 6.698 -2.706
H 2.902 5.566 -1.960
O -2.184 2.342 4.718
H -2.876 2.478 4.071
H -2.417 2.921 5.444
O 6.004 -2.582 0.195
H 5.054 -2.657 0.109
H 6.174 -2.745 1.123
O 3.313 2.188 3.135
H 2.796 1.917 2.377
H 2.848 1.819 3.887
O -3.268 3.046 -4.588
H -3.377 2.247 -4.073
H -2.542 3.506 -4.166
O 1.444 -4.157 1.362
H 1.836 -5.030 1.329
H 0.804 -4.155 0.650
O -4.190 -0.878 -1.418
H -3.619 -1.526 -1.830
H -4.073 -1.019 -0.478
O -0.791 4.967 -0.673
H -1.041 5.513 0.073
H -0.834 4.071 -0.339
O 1.501 -0.305 -5.265
H 2.258 -0.144 -5.829
H 0.849 -0.699 -5.846
O 0.333 0.570 -0.526
H 0.559 0.190 -1.375
H -0.440 0.080 -0.243
O -4.437 -3.076 2.677
H -4.613 -2.942 3.608
H -4.027 -3.940 2.632
O 0.894 -1.697 5.307
H 1.229 -2.006 4.465
H 0.004 -1.400 5.117
```

Gap between HOMO and LUMO   0.4008 hartree
Relative energy (zero: lowest compared OMol25 entry of this formula, charge and spin)   3.331 eV
LUMO level   -0.27 eV
HOMO   -11.18 eV

These are the natural (NBO) partial charges, in e, on atoms 1 to 2: atom 1 (O): -0.941, atom 2 (H): 0.472


[5]
ORCA calculation (ωB97M-V with the def2-TZVPD basis set) on C5H9NO in the gas phase.

Geometry as XYZ:
```
16
Properties=species:S:1:pos:R:3
C 0.909 -1.295 1.014
C -0.492 -0.722 1.120
N -0.812 0.596 1.657
C -0.960 0.369 0.223
C 0.013 0.981 -0.737
C 0.043 0.613 -2.160
O -0.507 1.852 -1.728
H 0.900 -2.150 0.325
H 1.264 -1.655 1.988
H 1.641 -0.576 0.630
H -1.228 -1.460 1.432
H 0.004 1.152 1.888
H -1.992 0.387 -0.125
H 0.925 1.343 -0.254
H 0.974 0.674 -2.725
H -0.683 -0.108 -2.547
```

Gap between HOMO and LUMO   0.3810 hartree
Relative energy (zero: lowest compared OMol25 entry of this formula, charge and spin)   3.037 eV
LUMO level   1.01 eV
SMILES   C[C@H]1N[C@H]1[C@H]1CO1
HOMO   -9.36 eV

These are the natural (NBO) partial charges, in e, on atoms 1 to 2: atom 1 (C): -0.631, atom 2 (C): -0.069


[6]
ORCA calculation (ωB97M-V with the def2-TZVPD basis set) on a molecular structure, C9H14N2S at a distorted geometry.

Geometry as XYZ:
```
26
Properties=species:S:1:pos:R:3
C 2.634 2.595 0.019
C 1.362 0.122 -0.098
C 2.784 -1.616 0.160
C 1.751 -2.493 -0.235
C 0.285 -0.671 -0.325
C -1.053 -0.254 -0.916
C -1.870 0.308 0.133
C -3.037 0.966 -0.350
C -1.962 -0.907 1.199
H 2.479 3.630 0.386
H 3.262 1.806 0.670
H 3.094 2.606 -1.065
H 3.726 -2.116 0.306
H 1.752 -3.463 -0.150
H -0.850 0.400 -1.893
H -1.446 -1.203 -1.497
H -1.129 0.980 0.762
H -3.630 0.165 -0.830
H -3.665 1.446 0.407
H -2.688 1.817 -1.038
H -2.888 -1.648 0.796
H -2.036 -0.382 2.454
H -1.055 -1.629 1.210
N 2.663 -0.286 0.242
N 0.519 -2.029 -0.418
S 1.000 1.857 0.069
```

Gap between HOMO and LUMO   0.3137 hartree
Relative energy (zero: lowest compared OMol25 entry of this formula, charge and spin)   4.312 eV
LUMO level   0.15 eV
HOMO   -8.38 eV

These are the natural (NBO) partial charges, in e, on atoms 1 to 2: atom 1 (C): -0.786, atom 2 (C): 0.021